1.
The following is a quantum chemistry calculation of a structure of composition C33H46BN11O3PSr at a distorted geometry, from the Open Molecules 2025 dataset.

Results
* energy above the lowest of the compared OMol25 structures with the same formula, charge and spin: 0.0 kcal/mol
* multiplicity: 1
* frontier orbital gap: 5.82 eV
* highest occupied orbital energy: -3.40 eV
* total energy: -68310.0507 eV
* total charge: -1

Atoms and positions in Å:
Sr1 -0.231849 -1.016886 -1.114792
C1 -3.455391 -3.471110 1.307409
C2 -2.030874 -3.224458 0.849279
O1 -1.794093 -2.090762 0.398768
C3 -1.029430 -4.172073 1.083895
C4 0.427889 -4.003963 0.849828
C5 1.326822 -5.090747 1.372642
N1 0.876555 -2.947621 0.252597
N2 2.264630 -2.948410 0.298258
C6 2.886901 -1.982942 -0.381712
O2 2.328898 -1.084594 -1.101471
C7 4.416359 -2.171162 -0.408847
C8 5.172836 -1.239487 -1.063521
C9 6.555004 -1.237028 -0.924699
C10 7.198516 -2.298270 -0.354452
C11 6.416139 -3.329828 0.236925
C12 5.011319 -3.265836 0.188128
H1 -4.160462 -2.710375 0.793315
H2 -3.487225 -3.267389 2.370678
H3 -3.834691 -4.513004 1.183309
H4 -1.400370 -5.137238 1.294770
H5 0.674615 -5.731954 1.919107
H6 2.044901 -4.636400 2.118400
H7 1.878083 -5.544215 0.600655
H8 4.597319 -0.375251 -1.551517
H9 7.135329 -0.421594 -1.302564
H10 8.249774 -2.262246 -0.211231
H11 6.964523 -4.134392 0.698584
H12 4.253305 -3.909763 0.655596
C13 0.195027 3.209954 -3.366581
C14 0.396860 2.185093 -2.422268
N3 -0.207763 1.082135 -2.731045
N4 -0.939064 1.337242 -3.822042
C15 -0.735178 2.601852 -4.245226
B1 -1.983359 0.395251 -4.365500
N5 -1.250043 -0.916868 -4.684545
C16 -1.057751 -1.446083 -5.900821
C17 -0.248092 -2.568574 -5.713018
C18 -0.129564 -2.710670 -4.316546
N6 -0.720525 -1.669697 -3.724046
N7 -3.088777 0.161329 -3.309388
C19 -4.422343 0.197189 -3.454652
C20 -4.946866 -0.061216 -2.198605
C21 -3.852163 -0.353133 -1.398486
N8 -2.703794 -0.172821 -2.049614
H13 0.667877 4.168301 -3.480737
H14 0.969947 2.201346 -1.498448
H15 -1.149241 2.978964 -5.174967
H16 -2.544628 0.865684 -5.351164
H17 -1.469027 -0.978087 -6.798315
H18 0.224261 -3.279638 -6.386134
H19 0.391118 -3.494207 -3.773682
H20 -5.027095 0.262147 -4.356149
H21 -6.017886 -0.062752 -2.047665
H22 -3.852849 -0.749843 -0.391242
O3 0.356636 0.957287 0.206658
P1 -0.058616 1.705842 1.430630
N9 0.737990 3.143147 1.547413
C22 0.214027 4.402447 2.096721
C23 0.986759 5.481118 1.337299
C24 2.254393 4.774449 0.790303
C25 2.157339 3.391104 1.390522
N10 0.279552 0.760143 2.732422
C26 0.432554 1.220695 4.137162
C27 1.138321 0.020330 4.797178
C28 0.496511 -1.215508 4.053456
C29 0.198415 -0.722641 2.663166
N11 -1.685357 2.109056 1.501321
C30 -2.432290 2.809473 0.437174
C31 -3.911219 2.560839 0.674155
C32 -3.947416 1.607039 1.914390
C33 -2.548034 1.035647 2.005951
H23 0.463984 4.459477 3.156559
H24 -0.873862 4.378788 2.015858
H25 1.273407 6.284092 1.965799
H26 0.387880 5.879260 0.464074
H27 3.125664 5.235192 1.246533
H28 2.351135 4.829754 -0.296016
H29 2.680183 3.413249 2.345596
H30 2.712829 2.637762 0.792785
H31 -0.559368 1.402786 4.612233
H32 0.799297 2.238665 4.100011
H33 1.077960 -0.103879 5.847813
H34 2.162987 0.132652 4.503325
H35 -0.472318 -1.329363 4.563254
H36 1.170156 -2.074905 4.173054
H37 -0.791474 -1.111635 2.282604
H38 0.949262 -1.040606 1.972625
H39 -2.151401 2.490676 -0.596908
H40 -2.167786 3.856516 0.414427
H41 -4.452657 2.019860 -0.176577
H42 -4.458080 3.555948 0.845936
H43 -4.675862 0.816095 1.753666
H44 -4.216565 2.114552 2.855700
H45 -2.541226 0.151585 1.370619
H46 -2.218122 0.759117 2.974660

Cartesian forces (eV/Å) of the 2 atoms listed first:
Sr 0.3 -0.1 -0.3
C -1.4 0.3 -0.8

Mulliken population analysis, charges in e, atoms 1 to 8: atom 1 (Sr): 1.72, atom 2 (C): -1.51, atom 3 (C): 0.31, atom 4 (O): 0.27, atom 5 (C): -1.36, atom 6 (C): 0.62, atom 7 (C): -1.50, atom 8 (N): 0.47


2.
The following is a quantum chemistry calculation of a structure of composition C33H46BeN6 at a distorted geometry, from the Open Molecules 2025 dataset.

Results
* multiplicity: 1
* frontier orbital gap (alpha / beta): 1.92 / 2.60 eV
* highest occupied orbital energy (alpha / beta): 2.43 / 1.79 eV
* total energy: -44303.5932 eV
* total charge: -2

Atoms and positions in Å:
Be1 1.393934 -0.410737 0.067355
N1 0.168020 -2.644582 1.204576
N2 0.850809 -3.072974 -1.337299
C1 2.087348 1.542159 -0.673683
C2 3.132267 0.608666 -0.392326
C3 2.919332 0.094843 0.929703
C4 3.771603 -0.844209 1.694536
H1 4.525647 -1.296122 1.044780
H2 3.130663 -1.635926 2.099479
H3 4.284092 -0.369805 2.543182
C5 1.755379 0.742734 1.476033
C6 1.484618 0.874197 2.928424
H4 2.081542 1.676583 3.393672
H5 1.729858 -0.060509 3.447590
H6 0.437411 1.130578 3.102602
C7 1.176149 1.544315 0.420825
C8 0.082281 2.539565 0.594186
H7 -0.836011 2.024667 0.907905
H8 -0.130142 3.075986 -0.342265
H9 0.331721 3.279825 1.372125
C9 4.380120 0.396255 -1.173559
H10 5.265681 0.512805 -0.530143
H11 4.475001 1.106922 -2.004236
H12 4.418512 -0.621412 -1.585778
C10 2.050999 2.615268 -1.700524
H13 1.167803 2.484279 -2.342123
H14 2.942539 2.622745 -2.338518
H15 1.950867 3.610926 -1.232309
C11 -0.909531 -2.595486 1.983683
H16 -1.153386 -1.645391 2.426775
C12 -1.793969 -3.641194 2.269419
H17 -2.652547 -3.407893 2.896027
C13 -1.586897 -4.896868 1.701732
H18 -2.313085 -5.712733 1.828479
C14 -0.385278 -5.075450 1.027903
H19 -0.073046 -6.023889 0.585791
C15 0.426031 -3.924766 0.722719
C16 1.245048 -4.036541 -0.419911
H20 2.246834 -4.444730 -0.457958
C17 0.977640 -1.668988 -1.256881
C18 -0.109039 -3.430906 -2.294153
H21 -0.446826 -4.447747 -2.410096
C19 -0.542185 -2.297559 -2.840252
H22 -1.218313 -2.176893 -3.660844
N3 0.190201 -1.240905 -2.300597
C20 0.354386 -0.065880 -3.079826
C21 1.471812 0.007743 -3.932825
C22 1.532306 1.081865 -4.821923
H23 2.384513 1.166673 -5.499863
C23 0.495469 2.014190 -4.892755
C24 0.530260 3.090401 -5.933472
H24 0.506492 4.080647 -5.461082
H25 -0.335337 3.020482 -6.607483
H26 1.447589 3.004678 -6.526539
C25 -0.579376 1.931458 -4.002412
H27 -1.362477 2.688813 -4.037630
C26 -0.683915 0.877956 -3.086083
C27 -1.830648 0.771103 -2.127287
H28 -2.405630 -0.152990 -2.274196
H29 -2.524911 1.602695 -2.292857
H30 -1.517871 0.814834 -1.071695
C28 2.543881 -1.042944 -3.920032
H31 2.150532 -2.054244 -4.099763
H32 3.112556 -1.041654 -2.977342
H33 3.251530 -0.837135 -4.734230
C29 -1.036439 -0.127107 4.687167
N4 -2.135796 0.648651 4.118151
C30 -2.597423 1.735745 4.965642
C31 -2.485351 0.664142 2.780156
N5 -1.762778 0.288698 1.753433
N6 -3.724724 1.200596 2.493230
C32 -4.891535 0.927992 3.330537
C33 -3.974249 1.271168 1.068281
H34 -1.416989 -0.824885 5.450597
H35 -0.310307 0.545974 5.169659
H36 -0.521292 -0.719259 3.925929
H37 -3.052978 2.516804 4.348442
H38 -3.325929 1.365474 5.700846
H39 -1.739657 2.159050 5.506258
H40 -0.786128 0.077260 1.996428
H41 -5.726446 0.656093 2.668781
H42 -4.719304 0.100128 4.035270
H43 -5.189909 1.825813 3.893396
H44 -3.163517 1.840402 0.596314
H45 -3.979053 0.264371 0.620559
H46 -4.931055 1.765078 0.894210

Cartesian forces (eV/Å) of the 2 atoms listed first:
Be -0.1 -1.0 -1.8
N -0.6 -1.9 0.3

Mulliken population analysis, charges in e, atoms 1 to 8: atom 1 (Be): -1.62, atom 2 (N): 0.17, atom 3 (N): 0.59, atom 4 (C): 1.56, atom 5 (C): 1.55, atom 6 (C): 0.72, atom 7 (C): -1.58, atom 8 (H): 0.47


3.
The following is a quantum chemistry calculation of a structure of composition C33H46BiN6 at a distorted geometry, from the Open Molecules 2025 dataset.

Results
* energy above the lowest of the compared OMol25 structures with the same formula, charge and spin: 0.0 kcal/mol
* multiplicity: 1
* frontier orbital gap (alpha / beta): 3.63 / 2.91 eV
* highest occupied orbital energy (alpha / beta): -1.21 / -0.52 eV
* total energy: -49742.5162 eV
* total charge: -1

Atoms and positions in Å:
Bi1 -0.245147 0.112486 0.676132
N1 -1.311424 1.772537 2.225312
N2 1.828110 2.018249 0.895499
C1 -0.139085 -1.228496 -2.197315
C2 -0.402163 0.145267 -2.487300
C3 -1.613031 0.517207 -1.842997
C4 -2.178398 1.886977 -1.728949
H1 -1.461701 2.639997 -2.089712
H2 -2.430963 2.139620 -0.684099
H3 -3.106208 1.986987 -2.321037
C5 -2.114946 -0.637908 -1.140365
C6 -3.324232 -0.672588 -0.272626
H4 -4.227631 -0.975261 -0.838356
H5 -3.519613 0.311490 0.189748
H6 -3.209000 -1.384107 0.561820
C7 -1.206903 -1.727083 -1.394169
C8 -1.311925 -3.094921 -0.820868
H7 -1.804857 -3.097274 0.161819
H8 -0.313305 -3.537780 -0.667785
H9 -1.889797 -3.756004 -1.492240
C9 0.506396 1.122858 -3.146059
H10 -0.036570 1.711846 -3.906423
H11 1.367212 0.629822 -3.619909
H12 0.908801 1.840589 -2.408576
C10 1.115054 -1.989870 -2.474734
H13 1.506171 -2.466360 -1.558198
H14 1.909848 -1.330141 -2.840596
H15 0.938444 -2.791823 -3.214855
C11 -2.152558 1.774369 3.271765
H16 -3.050660 1.156076 3.143793
C12 -1.888540 2.542177 4.408185
H17 -2.573986 2.475039 5.245578
C13 -0.755736 3.365371 4.432809
H18 -0.555228 3.952202 5.318885
C14 0.063043 3.431082 3.325964
H19 0.960679 4.046178 3.289262
C15 -0.238778 2.630459 2.218506
C16 0.510053 2.505874 0.966672
H20 0.144186 3.009435 0.067148
C17 2.024708 0.750941 0.376798
C18 3.041718 2.605665 1.252571
H21 3.049342 3.582797 1.723099
C19 4.004898 1.736018 0.893849
H22 5.064901 1.790014 1.024171
N3 3.375043 0.605572 0.342913
C20 4.056848 -0.493800 -0.320686
C21 4.432218 -0.387237 -1.670416
C22 5.030120 -1.488544 -2.314714
H23 5.299587 -1.404782 -3.368466
C23 5.262466 -2.683380 -1.635205
C24 5.973134 -3.830049 -2.303332
H24 5.292574 -4.663780 -2.525248
H25 6.771887 -4.231603 -1.664712
H26 6.419741 -3.510746 -3.250157
C25 4.816790 -2.793578 -0.322757
H27 4.910217 -3.738761 0.212544
C26 4.221560 -1.711956 0.354329
C27 3.691429 -1.906702 1.738523
H28 4.168325 -1.256500 2.485321
H29 3.891294 -2.940385 2.040542
H30 2.599933 -1.757196 1.785250
C28 4.143258 0.840627 -2.479839
H31 4.978956 1.554444 -2.465562
H32 3.246509 1.366269 -2.131584
H33 3.978337 0.557263 -3.529689
C29 0.259143 -3.708718 3.866283
N4 -1.154272 -3.320825 3.848300
C30 -2.139456 -4.388423 4.044499
C31 -1.515879 -2.156059 3.218137
N5 -0.788083 -1.689481 2.206858
N6 -2.606908 -1.467432 3.736553
C32 -2.652848 -1.242558 5.183262
C33 -3.897124 -1.492671 3.051587
H34 0.515040 -4.110906 4.853366
H35 0.891262 -2.828889 3.702140
H36 0.482636 -4.473637 3.108102
H37 -2.150432 -4.700426 5.095737
H38 -3.142496 -4.049687 3.768768
H39 -1.880020 -5.254632 3.414786
H40 -0.006450 -2.287017 1.942536
H41 -1.638722 -1.233405 5.592031
H42 -3.112780 -0.268508 5.402520
H43 -3.236428 -2.030131 5.678648
H44 -4.727961 -1.598971 3.773997
H45 -4.088780 -0.563612 2.482381
H46 -3.948849 -2.352294 2.358438

Cartesian forces (eV/Å) of the 2 atoms listed first:
Bi 0.5 1.9 0.1
N 0.2 -0.7 -1.2

Mulliken population analysis, charges in e, atoms 1 to 8: atom 1 (Bi): 1.38, atom 2 (N): 0.18, atom 3 (N): 0.59, atom 4 (C): 0.91, atom 5 (C): 0.59, atom 6 (C): 0.01, atom 7 (C): -1.54, atom 8 (H): 0.44